1.
{"formula": "C28H27N2O2", "method": "ωB97M-V/def2-TZVPD", "species": ["H", "C", "H", "C", "C", "N", "C", "C", "C", "C", "O", "C", "C", "C", "C", "C", "C", "N", "O", "H", "H", "H", "H", "H", "H", "H", "H", "H", "H", "H", "H", "C", "C", "C", "C", "C", "C", "C", "C", "C", "C", "C", "C", "C", "C", "C", "H", "H", "H", "H", "H", "H", "H", "H", "H", "H", "H", "H", "H"], "positions_angstrom": [[-4.288474, -3.299473, 4.068350], [-4.561030, -4.310489, 4.392643], [-3.921701, -5.002744, 3.831327], [-4.291924, -4.449469, 5.856541], [-5.261622, -4.694282, 6.730982], [-6.602405, -4.851953, 6.325508], [-7.659259, -4.816344, 7.310022], [-8.314033, -5.969062, 7.725278], [-9.314214, -5.903823, 8.664089], [-9.704706, -4.687669, 9.224366], [-10.731636, -4.716863, 10.178730], [-11.094675, -3.453849, 10.675393], [-9.048234, -3.531473, 8.794223], [-8.044460, -3.598248, 7.857385], [-6.909238, -4.809882, 4.970947], [-5.992959, -4.555252, 4.017293], [-6.437391, -4.463338, 2.626746], [-5.540189, -4.057122, 1.666751], [-7.598424, -4.733236, 2.335400], [-3.280425, -4.332176, 6.210354], [-5.052632, -4.772136, 7.782560], [-8.021687, -6.911673, 7.301142], [-9.822112, -6.790911, 8.995596], [-11.901358, -3.593992, 11.395695], [-10.241091, -2.995941, 11.180783], [-11.451810, -2.824839, 9.856440], [-9.326842, -2.576477, 9.203602], [-7.542485, -2.703713, 7.527383], [-7.934495, -4.944812, 4.681947], [-4.546936, -3.978383, 1.839225], [-5.799299, -4.107000, 0.695116], [-3.549576, -0.983897, 0.225587], [-3.406825, -1.001963, -1.201004], [-4.417701, -1.534202, -2.024423], [-4.237937, -1.648223, -3.383877], [-3.050555, -1.247458, -3.969197], [-2.053249, -0.699583, -3.186486], [-2.227163, -0.569593, -1.829996], [-2.663786, -0.387035, 1.106673], [-2.647691, -0.613570, 2.473435], [-1.652964, -0.081447, 3.362711], [-1.344771, -0.720541, 4.579191], [-0.293500, -0.287682, 5.355061], [0.455590, 0.808889, 4.969235], [0.138947, 1.486298, 3.806143], [-0.893900, 1.048796, 3.013160], [-4.368590, -1.548410, 0.637102], [-5.341906, -1.855612, -1.575700], [-5.020843, -2.064566, -3.995630], [-2.894891, -1.384965, -5.026625], [-1.125117, -0.393495, -3.638176], [-1.431767, -0.163646, -1.233519], [-1.893630, 0.237464, 0.689417], [-3.364099, -1.308051, 2.878736], [-1.904058, -1.589190, 4.878478], [-0.027479, -0.813792, 6.256821], [1.286497, 1.141830, 5.569772], [0.707710, 2.352368, 3.507054], [-1.145325, 1.582978, 2.114259]], "forces_ev_per_angstrom": [[0.28, 0.21, -0.12], [0.33, -0.01, -0.50], [0.20, 0.06, -0.04], [-0.30, -0.02, 0.08], [-0.36, 0.18, -0.58], [-0.22, -0.24, -0.13], [0.04, 0.25, -0.05], [0.39, 0.21, -0.29], [-0.56, 0.10, 0.53], [-0.49, -0.07, 0.43], [1.41, -0.38, -1.38], [-0.19, 0.24, 0.20], [-0.72, 0.03, 0.74], [0.46, -0.45, -0.49], [0.60, 0.34, 0.48], [0.40, 0.05, 0.74], [-1.44, -0.63, 0.04], [0.79, 0.45, -0.10], [0.56, 0.31, -0.44], [0.12, -0.07, 0.08], [-0.25, -0.08, 0.24], [0.04, -0.31, -0.08], [-0.10, -0.28, 0.04], [0.11, -0.11, -0.12], [-0.10, 0.20, 0.01], [0.01, 0.18, 0.13], [0.03, 0.18, -0.01], [0.05, 0.22, -0.01], [-0.33, -0.09, 0.14], [-0.33, -0.25, 0.22], [-0.33, -0.21, 0.17], [0.36, -0.12, -0.18], [-0.05, 0.09, -0.09], [0.00, -0.05, 0.36], [-0.34, -0.12, -0.04], [-0.10, -0.11, -0.01], [0.39, 0.16, 0.11], [0.05, 0.09, 0.18], [0.02, 0.20, 0.06], [0.32, 0.09, -0.27], [0.12, 0.07, 0.09], [-0.28, -0.09, -0.26], [0.07, -0.19, 0.18], [0.04, 0.02, 0.04], [-0.01, 0.28, -0.31], [-0.12, -0.13, -0.22], [-0.40, -0.15, 0.17], [-0.23, -0.10, 0.10], [-0.13, -0.06, -0.05], [-0.01, 0.05, -0.16], [0.15, 0.08, -0.05], [0.27, 0.09, 0.05], [0.18, 0.09, -0.02], [-0.27, -0.23, 0.19], [-0.20, -0.22, 0.08], [-0.08, -0.10, 0.13], [0.09, 0.02, 0.12], [0.05, 0.10, 0.01], [0.04, 0.20, -0.18]], "nbo_charge": [0.165, -0.431, 0.199, -0.264, 0.021, -0.457, 0.182, -0.222, -0.233, 0.311, -0.486, -0.253, -0.300, -0.209, 0.120, -0.240, 0.659, -0.855, -0.622, 0.210, 0.221, 0.228, 0.232, 0.207, 0.175, 0.176, 0.226, 0.217, 0.247, 0.382, 0.402, 0.078, -0.092, -0.124, -0.220, -0.104, -0.218, -0.131, -0.335, 0.078, -0.087, -0.129, -0.219, -0.112, -0.216, -0.142, 0.225, 0.224, 0.240, 0.237, 0.237, 0.213, 0.220, 0.220, 0.224, 0.238, 0.236, 0.236, 0.215], "charge": 1, "orbital_gap_ev": 3.7155}

***

2.
{"formula": "C28H27N2PtTe", "method": "ωB97M-V/def2-TZVPD", "species": ["Pt", "C", "C", "C", "C", "C", "C", "N", "N", "C", "C", "C", "C", "C", "C", "H", "H", "H", "H", "H", "H", "H", "H", "H", "C", "C", "C", "C", "C", "C", "C", "H", "H", "H", "H", "H", "H", "H", "C", "C", "C", "C", "C", "C", "Te", "C", "C", "C", "H", "H", "H", "H", "H", "H", "H", "H", "H", "H", "H"], "positions_angstrom": [[0.812442, 0.225631, 0.726220], [5.646320, -0.897404, -3.123561], [4.267474, -1.052032, -3.165211], [3.521662, -0.943560, -2.000074], [4.164112, -0.693280, -0.795557], [5.542865, -0.535162, -0.744601], [6.280424, -0.637226, -1.912584], [3.299105, -0.565742, 0.340779], [3.855295, -0.692559, 1.449246], [2.991816, -0.473770, 2.568215], [3.608276, -0.729170, 3.792689], [2.936753, -0.514943, 4.978642], [1.638384, -0.014753, 4.916553], [1.026255, 0.240179, 3.701799], [1.664886, 0.001408, 2.471656], [6.228245, -0.973434, -4.033465], [3.768386, -1.252800, -4.104577], [2.443458, -1.059210, -1.994800], [6.013284, -0.328297, 0.207114], [7.355610, -0.509821, -1.880905], [4.627410, -1.096578, 3.781176], [3.408132, -0.724657, 5.930010], [1.096675, 0.183753, 5.835146], [0.018108, 0.632463, 3.698393], [1.165808, 2.274908, 0.658585], [0.142016, 2.257007, -0.400243], [-1.220633, 2.519451, -0.136892], [-2.186113, 2.307028, -1.092890], [-1.837069, 1.822815, -2.357910], [-0.512145, 1.568675, -2.644080], [0.471672, 1.779600, -1.677054], [0.904440, 2.848658, 1.545913], [2.172125, 2.505236, 0.309520], [-1.500157, 2.854756, 0.855614], [-3.227477, 2.482134, -0.851371], [-2.604060, 1.635682, -3.098408], [-0.230351, 1.181522, -3.615483], [1.512791, 1.578932, -1.905952], [-6.575452, 0.047888, -0.538530], [-5.138981, -0.387206, -0.418913], [-4.479075, -0.998923, -1.471699], [-3.154552, -1.423716, -1.367978], [-2.524750, -2.061912, -2.576228], [-2.457862, -1.241426, -0.166619], [-0.450781, -1.952510, -0.009181], [-3.112990, -0.616472, 0.906104], [-2.416924, -0.368028, 2.209814], [-4.432274, -0.202510, 0.761319], [-6.918917, -0.014541, -1.571763], [-6.709297, 1.077491, -0.200109], [-7.232417, -0.580559, 0.067992], [-5.000400, -1.142959, -2.413592], [-3.127002, -1.866070, -3.464672], [-2.436714, -3.144297, -2.452971], [-1.514511, -1.684624, -2.735650], [-1.548843, 0.278620, 2.051645], [-2.016803, -1.295208, 2.626688], [-3.097860, 0.088920, 2.930281], [-4.919805, 0.282611, 1.602421]], "forces_ev_per_angstrom": [[-0.45, 0.68, -0.04], [0.04, 0.00, 0.01], [-0.03, 0.00, 0.05], [0.03, -0.02, -0.12], [-0.32, -0.07, 0.40], [0.09, 0.03, -0.01], [-0.02, -0.01, -0.03], [0.66, -0.11, 0.11], [-0.53, 0.11, -0.20], [0.33, 0.01, -0.31], [0.02, 0.01, 0.12], [0.02, -0.03, -0.06], [-0.04, 0.04, 0.05], [-0.01, -0.01, -0.07], [0.16, -0.26, 0.05], [0.01, 0.00, -0.01], [0.01, -0.01, -0.02], [-0.01, 0.02, 0.02], [-0.01, 0.00, 0.00], [0.01, 0.00, -0.01], [0.01, 0.00, -0.02], [0.01, 0.02, 0.01], [-0.02, -0.01, 0.00], [-0.05, -0.02, 0.01], [0.05, -0.10, -0.01], [0.04, 0.17, 0.05], [0.03, -0.04, 0.02], [-0.02, -0.02, -0.03], [-0.01, 0.03, 0.02], [0.01, -0.02, 0.02], [0.02, -0.16, 0.04], [-0.01, -0.03, -0.01], [-0.01, 0.05, 0.02], [0.01, 0.01, 0.00], [-0.01, -0.01, -0.01], [-0.02, -0.01, 0.00], [0.01, 0.00, -0.02], [-0.01, 0.01, -0.01], [-0.01, 0.01, 0.00], [0.00, -0.02, -0.02], [0.00, 0.05, -0.01], [-0.04, 0.02, -0.04], [0.00, -0.01, 0.00], [0.10, 0.02, -0.07], [0.01, -0.37, 0.02], [0.00, -0.02, 0.04], [0.00, -0.01, 0.04], [0.00, 0.04, 0.03], [0.00, 0.00, -0.01], [0.00, 0.00, 0.00], [0.00, 0.00, 0.00], [-0.02, 0.00, -0.01], [-0.03, -0.02, -0.03], [0.03, 0.00, 0.01], [-0.01, 0.03, 0.00], [0.00, 0.03, 0.00], [0.00, -0.01, -0.01], [0.01, 0.01, 0.02], [-0.01, 0.00, 0.01]], "nbo_charge": [0.466, -0.226, -0.232, -0.155, 0.083, -0.223, -0.215, -0.205, -0.155, -0.025, -0.175, -0.281, -0.215, -0.220, -0.144, 0.202, 0.208, 0.237, 0.229, 0.203, 0.208, 0.198, 0.196, 0.199, -0.643, -0.089, -0.196, -0.227, -0.181, -0.227, -0.244, 0.200, 0.201, 0.208, 0.210, 0.198, 0.203, 0.220, -0.619, -0.041, -0.261, 0.056, -0.656, -0.255, -0.214, -0.024, -0.652, -0.235, 0.204, 0.207, 0.207, 0.187, 0.193, 0.216, 0.238, 0.245, 0.231, 0.191, 0.190], "charge": -1, "orbital_gap_ev": 6.0905}

***

3.
{"formula": "C28H27N3SSiV", "method": "ωB97M-V/def2-TZVPD", "species": ["C", "C", "C", "H", "C", "C", "H", "H", "H", "H", "V", "C", "H", "H", "H", "Si", "C", "C", "H", "C", "H", "C", "H", "C", "H", "C", "H", "C", "C", "H", "C", "H", "C", "H", "C", "H", "C", "H", "H", "H", "N", "C", "C", "C", "C", "C", "C", "N", "C", "C", "C", "S", "C", "N", "H", "H", "H", "H", "H", "H", "H"], "positions_angstrom": [[0.078327, 2.380465, 2.206517], [-0.042428, 2.563932, 0.795347], [-1.386778, 2.217554, 0.426235], [0.757558, 2.836799, 0.131668], [-2.078064, 1.783790, 1.597123], [-1.162256, 1.873819, 2.684348], [-1.408876, 1.692489, 3.717699], [0.944083, 2.546895, 2.846053], [-1.833133, 2.281085, -0.547605], [-3.098366, 1.422466, 1.678062], [-0.426009, 0.646591, 1.167541], [2.358062, -1.745630, 0.231164], [2.914201, -2.613219, -0.187205], [3.147198, -0.990822, 0.461145], [1.679056, -1.286471, -0.604840], [0.307594, 0.689984, -2.251724], [1.676383, -0.074278, -3.365070], [2.735623, 0.773523, -3.760975], [2.858993, 1.768731, -3.311738], [3.652783, 0.330090, -4.725394], [4.504201, 0.951266, -4.993751], [3.557390, -0.951210, -5.272759], [4.337587, -1.331335, -5.936957], [2.533074, -1.802745, -4.852276], [2.517771, -2.832220, -5.203371], [1.578001, -1.379548, -3.915486], [0.788183, -2.089554, -3.619823], [-1.151817, 0.863218, -3.446116], [-0.984697, 0.958541, -4.853745], [-0.061388, 0.639888, -5.360323], [-2.017870, 1.483947, -5.646112], [-1.858378, 1.637407, -6.709883], [-3.250401, 1.826799, -5.096615], [-4.028970, 2.280926, -5.712287], [-3.475612, 1.555223, -3.748319], [-4.453186, 1.766492, -3.327446], [-2.471553, 1.008642, -2.936741], [-2.716006, 0.693406, -1.911678], [0.755774, 2.146915, -2.109430], [1.712840, -1.980900, 1.119343], [-0.385593, -2.281674, 4.393901], [0.364154, -1.403124, 5.178287], [0.430007, -1.314203, 6.558712], [0.965264, -0.165638, 7.144603], [1.414963, 0.866785, 6.325301], [1.345449, 0.775718, 4.928487], [0.770151, -0.362931, 4.336196], [0.230787, -0.605577, 3.052342], [-0.511219, -1.740436, 3.155266], [-1.399012, -2.161373, 2.109025], [-2.257723, -3.238773, 2.054368], [-3.275322, -3.053765, 0.675589], [-2.492318, -1.589359, 0.173522], [-1.507552, -1.256323, 1.038181], [-0.873864, -3.116010, 4.656056], [0.072118, -2.111657, 7.184058], [1.019230, -0.049068, 8.224707], [1.848690, 1.746422, 6.795178], [1.741630, 1.564851, 4.292974], [-2.309923, -4.038847, 2.788019], [-2.678791, -1.007989, -0.719367]], "forces_ev_per_angstrom": [[-0.27, 0.99, 0.07], [-0.44, 2.08, 0.43], [-1.01, 2.09, -0.24], [-0.04, 0.15, -0.16], [-0.17, 1.33, 0.32], [-0.70, 1.28, 0.39], [0.11, -0.30, 0.04], [-0.24, -0.02, -0.60], [0.15, 0.05, -0.23], [0.20, 0.09, -0.17], [2.40, -7.05, -0.35], [-0.54, 0.81, -1.28], [-0.68, 0.29, 0.44], [-0.78, -0.40, 0.13], [1.23, -0.88, 1.55], [0.17, -0.66, 1.45], [-0.36, 0.37, -0.13], [0.13, -0.85, -0.46], [-0.21, -0.48, -0.27], [0.12, -0.11, 0.36], [-0.18, 0.03, -0.06], [-0.03, -0.06, 0.44], [-0.33, 0.23, 0.06], [-0.11, 0.05, 0.37], [-0.10, 0.16, -0.10], [0.69, 0.55, -0.16], [0.33, 0.57, -0.03], [-0.69, -0.47, -0.58], [-0.66, 0.49, 0.19], [-0.26, 0.41, 0.54], [0.21, -0.32, 0.07], [0.04, -0.10, 0.07], [0.24, 0.01, 0.30], [0.22, -0.16, 0.19], [-0.07, -0.31, 0.14], [-0.01, -0.10, 0.02], [0.42, 0.39, -0.89], [0.29, 0.53, -0.35], [-0.05, -0.27, -0.32], [0.85, 0.08, -0.78], [-0.15, 0.11, -0.43], [-0.73, -0.02, 0.08], [0.53, 0.19, 0.81], [-0.31, -0.62, -0.49], [0.35, 0.10, -0.93], [0.33, 0.09, 0.01], [-0.91, -0.34, -0.22], [-0.74, -1.27, -0.15], [2.53, 2.17, 0.92], [-0.97, 0.07, -1.66], [0.49, 1.25, -0.25], [0.24, 0.16, -0.25], [2.06, -0.71, 2.78], [-1.68, -0.87, -0.66], [0.02, -0.04, 0.48], [-0.17, -0.23, 0.12], [-0.06, -0.19, -0.23], [-0.08, -0.08, -0.26], [-0.18, -0.14, 0.33], [-0.28, 0.10, -0.44], [-0.15, -0.21, 0.01]], "nbo_charge": [-0.341, -0.353, -0.373, 0.262, -0.348, -0.348, 0.234, 0.229, 0.258, 0.233, 0.986, -0.881, 0.218, 0.216, 0.248, 0.548, -0.433, -0.224, 0.216, -0.214, 0.203, -0.242, 0.207, -0.223, 0.200, -0.172, 0.200, -0.431, -0.148, 0.212, -0.232, 0.205, -0.238, 0.209, -0.213, 0.200, -0.239, 0.181, -0.206, 0.194, -0.522, 0.164, -0.246, -0.202, -0.213, -0.194, 0.097, -0.483, 0.376, 0.059, -0.414, 0.502, -0.094, -0.466, 0.419, 0.218, 0.225, 0.224, 0.225, 0.254, 0.271], "spin_multiplicity": 4, "s2": 3.772, "orbital_gap_ev": [4.6570, 4.8036]}

***

Number 1: electronic energy -36541.29735 eV. Number 2: electronic energy -42995.21266 eV. Number 3: electronic energy -78342.01991 eV.